No. 1
99
Properties=species:S:1:pos:R:3:lowdin_spin:R:1 method="wB97M-V/def2-TZVPD" charge=+2 multiplicity=4 lumo_ev="-5.8 / -8.7" fmax_ev_per_a=4.53 orbital_gap_ev="7.2 / 4.7"
C 2.30 3.98 -1.07 -0.0003
C 1.20 3.36 -1.67 -0.0006
C 1.02 3.26 -3.08 -0.0004
C 1.89 4.07 -3.84 0.0002
N 2.87 4.75 -3.25 -0.0002
C 3.07 4.79 -1.94 0.0002
C 0.12 2.86 -0.79 -0.0018
C -0.87 2.16 -1.02 0.0085
C -2.23 2.04 -0.61 0.0033
C -2.88 0.91 -0.07 0.0259
C -4.21 1.07 0.53 -0.0045
C -4.41 2.37 0.94 0.0046
C -3.93 3.55 0.31 -0.0066
C -2.76 3.33 -0.42 0.0048
Co -1.71 -0.17 1.19 1.8420
P 1.77 -0.42 -0.63 0.3314
H 0.22 2.65 -3.54 0.0000
H 2.46 3.90 0.02 0.0000
H 1.72 4.14 -4.91 0.0000
H 3.81 5.44 -1.47 0.0000
H -2.07 4.14 -0.70 0.0003
H -2.51 -0.19 -0.18 0.0115
H -4.41 4.56 0.38 -0.0003
H -4.95 0.25 0.69 -0.0011
C 2.54 -2.15 -0.49 0.0344
C 3.66 -2.53 -1.44 0.0130
H 1.69 -2.84 -0.64 0.0004
H 2.88 -2.34 0.55 -0.0002
H 3.96 -3.58 -1.29 0.0034
H 3.36 -2.43 -2.49 0.0003
H 4.57 -1.93 -1.27 0.0000
C 2.08 -0.04 -2.47 0.0274
C 3.40 0.53 -3.01 0.0090
H 1.28 0.70 -2.66 0.0010
H 1.84 -0.92 -3.08 -0.0001
H 3.32 0.70 -4.10 0.0025
H 3.64 1.51 -2.57 0.0003
H 4.27 -0.14 -2.89 0.0000
C 3.12 0.65 0.14 0.0561
C 4.62 0.28 0.15 0.0184
H 2.79 0.76 1.18 0.0019
H 3.01 1.65 -0.31 -0.0001
H 5.18 1.05 0.72 0.0042
H 4.81 -0.67 0.67 0.0004
H 5.08 0.26 -0.84 0.0001
Br -5.77 2.56 2.59 0.0005
P -1.38 -1.49 -1.77 0.2985
C -0.34 -2.46 -2.94 0.0283
C -1.04 -3.71 -3.49 0.0129
H 0.58 -2.72 -2.38 0.0015
H 0.00 -1.82 -3.78 -0.0004
H -0.39 -4.30 -4.15 0.0031
H -1.36 -4.36 -2.66 0.0004
H -1.92 -3.42 -4.08 0.0000
C -2.44 -2.68 -0.77 0.0400
C -3.84 -2.95 -1.33 0.0138
H -2.54 -2.22 0.23 0.0036
H -1.91 -3.62 -0.57 0.0000
H -4.44 -3.59 -0.65 0.0031
H -4.41 -2.02 -1.46 0.0005
H -3.78 -3.47 -2.29 0.0001
C -2.48 -0.39 -2.79 0.0380
C -3.06 -0.93 -4.10 0.0147
H -1.85 0.49 -2.97 0.0031
H -3.32 -0.01 -2.18 0.0000
H -3.68 -0.18 -4.61 0.0030
H -2.26 -1.22 -4.79 0.0003
H -3.71 -1.79 -3.90 0.0000
C 0.59 2.54 2.67 0.0021
C 0.99 1.18 3.27 0.0072
C 0.90 1.17 4.80 0.0045
P 0.04 -0.28 2.73 0.0553
C 1.09 -1.75 2.59 0.0071
C 1.68 -2.01 3.97 0.0033
C 0.36 -2.98 2.04 0.0016
C -1.74 -0.41 3.17 0.0237
C -1.67 -1.29 4.41 0.0077
C -2.44 0.94 3.33 0.0149
H -0.43 2.82 2.97 0.0000
H 0.66 2.57 1.57 0.0004
H 1.28 3.28 3.10 0.0001
H 2.02 0.96 2.92 -0.0003
H -0.13 1.42 5.11 0.0002
H 1.18 0.20 5.23 0.0004
H 1.59 1.94 5.18 0.0011
H 1.87 -1.46 1.89 0.0022
H 0.87 -2.11 4.70 0.0004
H 2.25 -2.95 3.95 0.0008
H 2.35 -1.20 4.29 0.0001
H -0.12 -2.82 1.06 0.0005
H 1.08 -3.80 1.91 0.0001
H -0.41 -3.31 2.74 -0.0001
H -2.29 -1.01 2.34 0.0033
H -1.01 -0.79 5.13 0.0008
H -2.69 -1.37 4.81 0.0000
H -1.29 -2.29 4.18 0.0006
H -2.35 1.58 2.42 0.0045
H -3.51 0.74 3.46 0.0008
H -2.01 1.47 4.18 0.0022



No. 2
108
Properties=species:S:1:pos:R:3:mulliken_charge:R:1 method="wB97M-V/def2-TZVPD" multiplicity=1 lumo_ev=0.1 fmax_ev_per_a=12.50 orbital_gap_ev=8.7
C -7.67 -3.06 0.49 -0.7574
C -6.52 -3.01 -0.71 0.4285
O -6.09 -4.18 -1.19 -0.5647
N -6.03 -1.63 -1.11 -0.3347
C -5.22 -1.64 -2.38 -0.5065
C -4.18 -0.32 -2.35 -0.2158
C -2.64 -0.87 -2.45 -0.8239
C -1.50 0.35 -2.39 -0.4356
C -1.04 0.63 -0.84 -0.0005
C -2.27 1.25 0.09 -0.2064
N -3.20 2.09 0.51 -0.5829
C 0.36 1.53 -0.71 0.8565
C 1.61 0.69 -1.34 -0.3303
N 2.69 0.06 -1.76 -0.5982
C 0.21 3.07 -1.24 -0.5826
C 0.79 3.35 -2.75 -0.1889
C 0.91 5.01 -2.89 -0.9125
C -0.51 5.76 -2.53 0.5083
C -0.75 6.39 -1.04 -0.2465
C -2.15 7.12 -0.57 -0.4172
C -3.36 7.21 -1.71 -0.3924
C -3.10 6.58 -3.22 -0.3551
C -1.67 5.84 -3.68 -0.3863
H -7.15 -2.84 1.52 0.2268
H -8.41 -2.16 0.27 0.2483
H -8.24 -4.10 0.52 0.2647
H -6.92 -1.09 -1.35 0.3224
H -4.52 -2.57 -2.52 0.3975
H -5.92 -1.47 -3.33 0.2263
H -4.44 0.23 -1.34 0.1367
H -4.44 0.44 -3.23 0.2559
H -2.53 -1.38 -3.52 0.3237
H -2.43 -1.72 -1.67 0.3212
H -1.85 1.31 -2.97 0.2129
H -0.57 -0.08 -3.00 0.3795
H -0.78 -0.41 -0.34 0.5046
H 0.56 1.60 0.46 0.2852
H 0.70 3.85 -0.50 0.1888
H -0.96 3.30 -1.29 0.2706
H 1.87 2.95 -2.96 0.2753
H 0.00 3.04 -3.59 0.1460
H 1.17 5.32 -4.01 0.3692
H 1.82 5.41 -2.24 0.3214
H 0.10 6.32 -0.23 0.2413
H -2.29 7.54 0.52 0.3118
H -4.38 7.70 -1.38 0.2874
H -3.96 6.62 -4.02 0.2773
H -1.55 5.41 -4.78 0.2877
C 4.66 -3.99 -0.83 -0.8722
C 4.21 -4.34 -2.25 0.4547
C 4.88 -3.44 -3.27 -1.1394
O 2.80 -4.20 -2.34 -0.5534
H 4.38 -2.96 -0.58 0.2100
H 4.16 -4.64 -0.10 0.1478
H 5.74 -4.10 -0.72 0.3225
H 4.46 -5.39 -2.46 0.2371
H 4.61 -2.39 -3.11 0.1779
H 4.54 -3.70 -4.28 0.3296
H 5.97 -3.54 -3.24 0.3454
H 2.57 -3.28 -2.16 0.3258
C 5.41 -9.49 1.11 -1.2258
C 4.91 -8.08 1.37 0.3408
C 3.43 -7.95 1.02 -1.2019
O 5.66 -7.16 0.58 -0.5029
H 5.31 -9.76 0.06 0.3198
H 6.48 -9.57 1.36 0.3088
H 4.86 -10.22 1.71 0.3702
H 5.06 -7.82 2.42 0.2635
H 3.26 -8.16 -0.04 0.3050
H 3.08 -6.93 1.20 0.2899
H 2.82 -8.63 1.62 0.4007
H 5.53 -7.39 -0.35 0.3357
C -1.71 0.08 3.34 -0.7051
C -0.43 0.58 3.97 0.3605
C -0.69 1.23 5.32 -1.1866
O 0.20 1.51 3.10 -0.5239
H -2.41 0.91 3.15 -0.0254
H -1.51 -0.38 2.36 0.1024
H -2.21 -0.66 3.98 0.4485
H 0.27 -0.26 4.10 0.2741
H -1.34 2.11 5.21 0.1773
H 0.25 1.60 5.76 0.3356
H -1.16 0.53 6.02 0.3747
H -0.41 2.26 2.98 0.3400
C -4.60 3.13 4.06 -0.7077
C -4.84 4.62 3.92 0.2859
C -6.23 4.91 3.35 -1.2989
O -3.86 5.19 3.06 -0.5231
H -4.65 2.63 3.08 0.2525
H -3.60 2.94 4.45 -0.0678
H -5.33 2.67 4.72 0.3949
H -4.74 5.11 4.89 0.3093
H -6.34 4.47 2.35 0.3160
H -6.38 5.99 3.24 0.3236
H -7.01 4.50 4.00 0.3826
H -3.94 4.76 2.18 0.3394
C 6.89 -0.70 -0.89 -0.7902
C 7.09 0.50 0.02 0.3140
C 6.56 0.22 1.42 -1.1837
O 6.41 1.63 -0.53 -0.5570
H 5.83 -0.94 -0.99 -0.0627
H 7.26 -0.49 -1.90 0.3272
H 7.41 -1.58 -0.50 0.3684
H 8.15 0.75 0.07 0.3104
H 5.48 0.01 1.40 0.2629
H 6.70 1.10 2.06 0.3234
H 7.07 -0.63 1.88 0.3517
H 5.46 1.41 -0.58 0.3297



No. 3
6
Properties=species:S:1:pos:R:3:mulliken_charge:R:1 method="wB97M-V/def2-TZVPD" multiplicity=1 relative_energy_ev=0.4636 lumo_ev=1.0 fmax_ev_per_a=3.04 orbital_gap_ev=11.1
C -0.29 0.68 0.18 -0.6792
C 0.25 -0.51 -0.15 0.5867
F 1.45 -0.97 0.16 -0.2208
F -0.09 -1.29 -1.11 -0.2123
H -1.34 0.97 -0.14 0.2406
H 0.02 1.12 1.06 0.2850



No. 4
12
Properties=species:S:1:pos:R:3:mulliken_charge:R:1 method="wB97M-V/def2-TZVPD" multiplicity=1 relative_energy_ev=4.7971 lumo_ev=-0.3 fmax_ev_per_a=0.46 orbital_gap_ev=8.8
C 1.27 0.06 -1.02 -0.6117
N 0.05 -0.51 -1.06 -0.4647
C -0.42 -0.94 0.12 -0.0509
N -1.72 -0.50 0.54 -0.5341
C -0.73 0.47 1.02 0.0781
O -0.30 1.52 0.42 -0.5646
H 0.68 1.12 -0.39 0.3603
H 2.00 -0.23 -0.24 0.2923
H 1.69 0.38 -1.97 0.3150
H 0.15 -1.59 0.78 0.4783
H -2.18 -0.10 -0.29 0.3127
H -0.48 0.32 2.08 0.3893